{
  "formula": "C38H42N8O6PtS",
  "method": "ωB97M-V/def2-TZVPD",
  "e_tot_ev": -78370.596,
  "multiplicity": 5,
  "e_above_lowest_kcal_mol": 17.5,
  "s2": 6.072,
  "elements": ["Pt", "O", "C", "N", "C", "C", "C", "C", "C", "C", "N", "C", "O", "C", "C", "C", "C", "C", "N", "C", "C", "C", "C", "C", "N", "H", "H", "H", "H", "H", "H", "H", "H", "H", "H", "H", "H", "C", "C", "C", "C", "C", "C", "C", "C", "C", "C", "C", "C", "N", "H", "H", "H", "H", "H", "H", "H", "H", "H", "H", "H", "H", "H", "H", "H", "H", "H", "C", "C", "S", "O", "O", "C", "C", "N", "C", "N", "C", "C", "N", "O", "O", "C", "H", "H", "H", "H", "H", "H", "H", "H", "H", "H", "H", "H", "H"],
  "positions_angstrom": [[0.152684, 0.856757, -0.046193], [4.179528, 0.850212, 1.032197], [3.126061, 1.072694, 0.465666], [2.159633, 0.148902, 0.161094], [2.448660, -1.147051, -0.054673], [3.760534, -1.626132, -0.318871], [3.969029, -2.940275, -0.601340], [2.887555, -3.856640, -0.628061], [1.620462, -3.451991, -0.346387], [1.338666, -2.087584, -0.035777], [0.121755, -1.589278, 0.255525], [-0.818689, -2.427121, 0.808003], [-0.604032, -3.554409, 1.234034], [-2.234803, -1.910405, 0.956776], [-3.233708, -2.858538, 1.169601], [-4.540449, -2.429081, 1.303334], [-4.807828, -1.071032, 1.220527], [-3.744645, -0.208135, 1.011522], [-2.482889, -0.609434, 0.890044], [2.802324, 2.477613, 0.016753], [3.758247, 3.470404, 0.157296], [3.480741, 4.728871, -0.352607], [2.270093, 4.943027, -0.990749], [1.365878, 3.894121, -1.073741], [1.626428, 2.693862, -0.573335], [4.582571, -0.928775, -0.301649], [4.968550, -3.289814, -0.824644], [3.075204, -4.892144, -0.880103], [0.806292, -4.154898, -0.367789], [-2.962503, -3.902409, 1.225181], [-5.339874, -3.141169, 1.462734], [-5.815691, -0.687808, 1.309453], [-3.911092, 0.859767, 0.928765], [4.690114, 3.232140, 0.649067], [4.205583, 5.527528, -0.264790], [2.021001, 5.903823, -1.419833], [0.407667, 4.012825, -1.562420], [-2.427244, -0.487114, -2.720842], [-1.802497, 0.610104, -3.587995], [-0.300914, 0.382328, -3.782743], [-2.141198, 2.012168, -3.116158], [-2.753036, 2.873098, -4.013423], [-3.088989, 4.176365, -3.674454], [-2.828966, 4.647396, -2.395479], [-2.245497, 3.836044, -1.440020], [-2.028546, 4.335245, -0.027347], [-1.721272, 5.829522, 0.051559], [-3.255975, 4.008406, 0.827104], [-1.874875, 2.497673, -1.794652], [-1.315744, 1.700370, -0.868282], [-2.262144, -1.464853, -3.178373], [-3.503550, -0.340164, -2.611402], [-1.979231, -0.500283, -1.728927], [-2.255821, 0.535436, -4.581967], [0.222713, 0.321353, -2.830637], [0.149131, 1.186234, -4.368881], [-0.142267, -0.555323, -4.319946], [-2.964805, 2.511439, -5.013187], [-3.557568, 4.822221, -4.405483], [-3.094648, 5.666264, -2.140964], [-1.175500, 3.791667, 0.383312], [-2.604241, 6.435312, -0.161992], [-0.939209, 6.121565, -0.649768], [-1.386901, 6.089341, 1.057593], [-4.135054, 4.523373, 0.433651], [-3.111087, 4.327247, 1.862140], [-3.461905, 2.938691, 0.816369], [-5.982936, 1.763014, 6.136074], [-4.729882, 1.180203, 5.498703], [-3.939123, 0.058115, 6.638110], [-3.472731, 0.826824, 7.765220], [-4.818517, -1.062820, 6.834259], [-2.507883, -0.529775, 5.757892], [-1.362318, 0.478913, 5.745025], [-0.475418, 0.228769, 4.615107], [-0.593461, 0.825179, 3.404495], [0.320401, 0.398184, 2.555832], [1.091324, -0.495551, 3.228699], [0.618352, -0.609361, 4.503084], [1.053516, -1.511700, 5.520486], [0.328687, -1.670803, 6.494108], [2.088854, -2.108652, 5.318337], [-1.654044, 1.806569, 3.066206], [-6.458854, 2.453512, 5.440995], [-5.734671, 2.305026, 7.047239], [-6.690751, 0.973073, 6.381280], [-4.004252, 1.958819, 5.256929], [-4.959098, 0.606129, 4.599259], [-2.822899, -0.800788, 4.747746], [-2.220455, -1.444860, 6.276375], [-0.798523, 0.416088, 6.667923], [-1.725406, 1.501094, 5.649159], [1.908093, -1.030409, 2.773274], [-1.515612, 2.753376, 3.594009], [-2.647403, 1.421643, 3.304638], [-1.602708, 1.986945, 1.994821]],
  "forces_ev_per_angstrom": [[0.14, 0.17, -0.33], [0.04, 0.04, -0.02], [-0.03, -0.04, 0.05], [-0.11, 0.01, -0.03], [0.02, -0.13, 0.04], [-0.04, 0.03, 0.01], [-0.04, -0.03, -0.01], [-0.01, -0.02, 0.00], [0.02, 0.01, 0.01], [-0.01, 0.10, -0.04], [-0.07, -0.12, 0.05], [0.02, -0.07, 0.06], [0.04, 0.07, 0.03], [0.03, -0.01, -0.09], [-0.01, -0.03, 0.00], [-0.01, -0.05, 0.00], [-0.01, 0.03, 0.00], [0.02, 0.02, 0.03], [0.04, 0.04, 0.01], [0.03, 0.04, -0.01], [-0.03, 0.03, -0.02], [0.02, -0.01, 0.00], [-0.03, -0.01, -0.01], [0.01, 0.06, -0.01], [0.04, -0.07, 0.18], [0.00, -0.02, -0.01], [0.01, 0.01, 0.01], [-0.01, 0.00, -0.01], [-0.02, -0.02, -0.01], [0.00, 0.01, 0.01], [0.01, 0.00, 0.01], [0.00, 0.01, -0.01], [-0.02, 0.04, 0.00], [0.00, -0.01, 0.00], [-0.01, 0.00, 0.00], [0.00, 0.00, 0.00], [-0.08, 0.01, -0.01], [0.06, 0.01, -0.01], [-0.09, -0.01, 0.00], [0.02, 0.03, -0.04], [0.02, 0.08, 0.03], [0.06, -0.04, 0.01], [-0.03, 0.02, -0.05], [0.01, 0.02, 0.04], [0.02, -0.04, -0.07], [-0.01, 0.00, -0.01], [0.01, 0.01, 0.03], [-0.03, 0.00, 0.01], [-0.09, -0.20, 0.18], [-0.04, 0.11, -0.21], [0.00, 0.01, -0.03], [-0.01, 0.01, 0.00], [-0.01, -0.02, 0.02], [-0.02, -0.01, 0.03], [0.02, 0.02, 0.10], [-0.03, 0.00, -0.01], [0.02, 0.00, 0.03], [0.00, 0.01, 0.01], [0.00, 0.00, 0.00], [0.00, -0.03, -0.01], [0.04, -0.04, 0.04], [0.00, -0.01, 0.00], [0.04, -0.01, -0.02], [-0.02, -0.01, 0.00], [0.00, 0.01, 0.00], [0.01, -0.01, 0.00], [0.00, -0.02, 0.01], [-0.01, 0.00, 0.02], [0.03, 0.02, -0.04], [0.00, -0.01, 0.00], [0.00, -0.01, 0.00], [-0.01, 0.02, 0.00], [-0.02, -0.05, 0.01], [-0.01, -0.06, 0.01], [0.16, 0.13, -0.01], [-0.15, -0.14, -0.04], [0.21, 0.15, 0.16], [-0.07, 0.02, 0.00], [-0.02, -0.08, 0.01], [-0.19, -0.27, -0.18], [0.08, 0.14, 0.05], [0.05, 0.11, 0.06], [0.00, 0.08, 0.01], [0.00, 0.00, 0.00], [0.00, 0.00, 0.00], [0.00, 0.00, 0.01], [0.00, -0.01, 0.00], [0.01, -0.02, 0.00], [-0.05, 0.02, 0.00], [0.02, 0.00, -0.01], [0.00, 0.02, 0.02], [-0.01, -0.02, -0.03], [0.04, 0.03, 0.03], [0.01, 0.00, 0.02], [0.01, -0.01, -0.02], [0.00, -0.01, -0.03]]
}